# C2H3N2O2

A 2-piece molecular cluster, C2H3N2O2 overall at a distorted geometry (ωB97M-V/def2-TZVPD, the OMol25 dataset).

Properties
**Net charge**: -1
**Orbital gap (spin up / spin down)**: 6.34 / 7.35 eV
**Spin multiplicity**: 1
**Relative energy (zero: lowest compared OMol25 entry of this formula, charge and spin)**: 123.39 kcal per mole
**HOMO energy (spin up / spin down)**: -2.87 / -3.43 eV

Last column: natural (NBO) charge in e.
CARTESIAN COORDINATES (ANGSTROEM)
C: -0.52808 -0.49166 -0.07688  -0.559
C: 0.87209 -0.19764 0.16579  -0.107
N: 1.67838 -1.14721 0.06305  -0.280
N: 3.69947 0.05059 0.01558  0.398
O: 4.75752 -0.53342 -0.06983  -0.475
O: 3.47800 1.26293 -0.17885  -0.531
H: -1.06950 0.16976 0.58593  0.160
H: -0.99086 -1.55902 -0.29450  0.185
H: 1.19296 0.78116 0.50260  0.209